Entry 1:
The following is a quantum chemistry calculation of C19H13N4O6Pt as an isolated structure, from OMol25.

Calculated values
* relative energy (zero: lowest compared OMol25 entry of this formula, charge and spin): 3.1 kJ/mol
* spin multiplicity: 3
* ⟨S²⟩: 2.04
* charge: -1
* frontier orbital gap (spin up / spin down): 5.35 / 6.02 eV

Atoms and positions in Å:
Pt: -0.2704 -0.3731 -0.2787
O: -2.1513 -1.0984 -0.2332
C: -2.8324 -1.0273 0.8836
C: -4.2281 -0.9033 0.7930
C: -5.0454 -0.9638 1.8982
C: -4.4802 -1.1319 3.1820
C: -3.1297 -1.2176 3.3252
C: -2.2289 -1.1582 2.2047
C: -0.8774 -1.2015 2.4647
N: 0.1108 -1.0362 1.4783
N: 1.3685 -0.9555 1.9140
C: 2.1634 -0.4518 0.9887
O: 1.7335 -0.0090 -0.1511
C: 3.6141 -0.3775 1.2579
C: 4.1577 -0.8971 2.4327
C: 5.5209 -0.8225 2.6620
C: 6.3593 -0.2325 1.7234
C: 5.8222 0.2869 0.5540
C: 4.4572 0.2162 0.3213
H: -4.6373 -0.7689 -0.2002
H: -6.1182 -0.8732 1.7847
H: -5.1205 -1.1767 4.0544
H: -2.6928 -1.3256 4.3115
H: -0.5076 -1.2443 3.4801
H: 3.4948 -1.3541 3.1543
H: 5.9342 -1.2279 3.5773
H: 7.4257 -0.1782 1.9042
H: 6.4688 0.7514 -0.1800
H: 4.0241 0.6202 -0.5834
O: -2.4620 3.3892 -4.5869
C: -1.8445 2.3326 -5.0431
O: -1.7003 2.1104 -6.2288
C: -1.2743 1.3704 -4.0477
C: -0.5876 0.2469 -4.4473
N: -0.1878 -0.3905 -3.3403
N: -0.5902 0.2465 -2.2369
C: -1.2564 1.3277 -2.6273
C: -1.8382 2.2537 -1.5611
O: -2.5571 3.1941 -1.9848
O: -1.5678 1.9687 -0.3916
H: -2.4216 3.4438 -3.5439
H: -0.3651 -0.1088 -5.4381
H: 0.3181 -1.2532 -3.2458

Here are the Mulliken charges for atoms 1 to 8, given in e: Pt 0.401; O -0.941; C 0.470; C -0.379; C -0.555; C -0.424; C -0.997; C 0.892

---

Entry 2:
The following is a quantum chemistry calculation of C19H14BeO4PS3 as an isolated structure, from OMol25.

Calculated values
* relative energy (zero: lowest compared OMol25 entry of this formula, charge and spin): 67.3 kJ/mol
* spin multiplicity: 1
* charge: -1
* frontier orbital gap: 7.97 eV

Atoms and positions in Å:
Be: -0.4004 0.5641 0.1657
O: 2.3603 -1.6086 0.6940
C: 1.5931 -0.7899 1.1651
O: 0.3756 -0.6364 0.7674
C: 2.0864 0.0346 2.3567
C: 3.2246 -0.4940 2.9720
C: 3.8140 0.0765 4.0828
C: 3.2867 1.2535 4.5947
C: 2.1931 1.8264 3.9795
C: 1.5555 1.2199 2.8863
S: 0.1006 2.1766 2.5554
H: 3.6308 -1.3927 2.5298
H: 4.6859 -0.3813 4.5322
H: 3.7399 1.7426 5.4480
H: 1.8132 2.7762 4.3393
S: -3.1476 2.9455 -1.7748
P: -3.4462 1.5137 -0.4749
S: -2.2527 -0.1376 -0.4960
C: -5.1498 0.8431 -0.6026
C: -6.1762 1.7269 -0.9270
C: -7.4895 1.2870 -0.9827
C: -7.7900 -0.0438 -0.7236
C: -6.7711 -0.9304 -0.4103
C: -5.4554 -0.4897 -0.3477
C: -3.4559 2.1537 1.2441
C: -3.7642 1.3013 2.3011
C: -3.7751 1.7773 3.6022
C: -3.4723 3.1091 3.8571
C: -3.1593 3.9591 2.8070
C: -3.1531 3.4834 1.5020
H: -5.9272 2.7568 -1.1516
H: -8.2799 1.9826 -1.2369
H: -8.8154 -0.3897 -0.7728
H: -6.9967 -1.9720 -0.2164
H: -4.6584 -1.1823 -0.1111
H: -3.9776 0.2576 2.1036
H: -4.0093 1.1065 4.4196
H: -3.4730 3.4798 4.8750
H: -2.9105 4.9950 3.0028
H: -2.9035 4.1300 0.6699
O: -0.4410 2.0278 0.9889
O: 0.5053 1.8887 -0.1280

Here are the Mulliken charges for atoms 1 to 8, given in e: Be -0.288; O -0.670; C 0.778; O -0.176; C 0.237; C -0.554; C -0.552; C -0.537

---

Entry 3:
The following is a quantum chemistry calculation of C19H14BrNO2Ru as an isolated structure at a distorted geometry, from OMol25.

Calculated values
* spin multiplicity: 2
* ⟨S²⟩: 0.77
* charge: +1
* frontier orbital gap (spin up / spin down): 6.32 / 6.68 eV

Atoms and positions in Å:
Ru: 0.2300 -0.4989 -0.0750
C: -1.1736 1.0774 1.4760
C: -2.0385 0.5837 0.4565
C: -2.0696 -0.8276 0.5509
C: -1.2028 -1.2162 1.6116
C: -0.6669 -0.0238 2.1912
H: -1.0208 2.1167 1.7186
H: -2.6419 1.1886 -0.2017
H: -2.7304 -1.4851 0.0041
H: -1.1223 -2.2128 2.0296
H: -0.0575 0.0227 3.0793
Br: -1.0675 1.5365 -4.4084
C: -0.0804 0.0482 -5.0267
C: 0.0863 -0.1128 -6.3952
C: 0.8257 -1.1821 -6.8696
C: 1.4036 -2.0878 -5.9894
C: 1.2191 -1.9412 -4.6273
C: 0.4699 -0.8753 -4.1359
C: 0.2845 -0.7541 -2.6778
O: 0.6756 -1.6946 -1.9317
O: -0.2573 0.2702 -2.1860
H: -0.3602 0.5965 -7.0738
H: 0.9481 -1.3058 -7.9343
H: 1.9946 -2.9055 -6.3670
H: 1.6458 -2.6388 -3.9221
N: 2.1029 0.3166 0.4560
C: 3.2379 0.1719 0.2504
C: 4.6169 0.0645 0.1081
C: 5.2918 0.8048 -0.8766
C: 6.6683 0.7498 -0.9331
C: 7.3783 -0.0327 -0.0314
C: 6.7085 -0.7943 0.9178
C: 5.3333 -0.7546 0.9985
H: 4.7338 1.4216 -1.5654
H: 7.1956 1.3256 -1.6777
H: 8.4563 -0.0438 -0.0638
H: 7.2652 -1.4164 1.6011
H: 4.8036 -1.3362 1.7381

Here are the Mulliken charges for atoms 1 to 8, given in e: Ru 0.510; C -0.217; C -0.057; C -0.674; C -0.520; C -0.530; H 0.438; H 0.457

---

Entry 4:
The following is a quantum chemistry calculation of C19H14Cl2FeO3Zn as an isolated structure at a distorted geometry, from OMol25.

Calculated values
* relative energy (zero: lowest compared OMol25 entry of this formula, charge and spin): 144.3 kJ/mol
* spin multiplicity: 1
* charge: 0
* frontier orbital gap: 2.12 eV

Atoms and positions in Å:
Cl: 2.8115 -0.1264 6.0503
Zn: 3.3499 -1.4254 4.4578
Cl: 4.1098 -2.9775 3.2328
C: 3.0612 0.7271 2.6568
C: 1.7302 0.3257 2.3628
C: 1.6672 -0.0903 1.0076
C: 2.9919 -0.0006 0.4537
C: 3.8745 0.5042 1.5011
C: 5.2488 0.6522 1.2865
C: 5.7432 0.4571 -0.0065
C: 4.8870 0.0135 -1.0380
C: 3.5313 -0.2502 -0.8074
H: 3.4307 1.1889 3.5668
H: 0.9318 0.3136 3.0885
H: 0.8037 -0.4719 0.4748
H: 5.9166 0.9358 2.1102
H: 6.7978 0.6520 -0.2116
H: 5.3084 -0.1221 -2.0375
H: 2.8618 -0.6218 -1.5910
O: -6.0110 -2.2745 -1.0754
C: -5.1331 -1.5103 -1.0915
Fe: -3.6642 -0.5223 -0.8480
C: -3.7562 -0.8263 0.9043
O: -3.8471 -1.1786 2.0120
C: -2.6841 -1.9901 -0.9904
O: -2.2124 -3.0491 -0.8813
C: -1.8969 0.7723 -0.6412
C: -1.3918 0.7442 -1.9781
C: -2.1905 0.3398 -3.0101
C: -3.5512 -0.0708 -2.8184
C: -4.5109 0.7988 -2.2224
C: -4.1423 1.7262 -1.2593
C: -3.1288 1.4067 -0.3308
H: -1.2213 0.5743 0.2027
H: -0.3341 0.9769 -2.1515
H: -1.7843 0.2339 -4.0165
H: -3.9680 -0.8471 -3.4777
H: -5.5462 0.7216 -2.5696
H: -4.8364 2.5307 -1.0154
H: -3.2466 1.7598 0.7009

Here are the Mulliken charges for atoms 1 to 8, given in e: Cl -0.343; Zn 0.439; Cl -0.324; C -1.850; C -0.425; C -0.829; C 0.308; C 0.920

---

Please write out number 2 again, unchanged.
The following is a quantum chemistry calculation of C19H14BeO4PS3 as an isolated structure, from OMol25.

Calculated values
* relative energy (zero: lowest compared OMol25 entry of this formula, charge and spin): 67.3 kJ/mol
* spin multiplicity: 1
* charge: -1
* frontier orbital gap: 7.97 eV

Atoms and positions in Å:
Be: -0.4004 0.5641 0.1657
O: 2.3603 -1.6086 0.6940
C: 1.5931 -0.7899 1.1651
O: 0.3756 -0.6364 0.7674
C: 2.0864 0.0346 2.3567
C: 3.2246 -0.4940 2.9720
C: 3.8140 0.0765 4.0828
C: 3.2867 1.2535 4.5947
C: 2.1931 1.8264 3.9795
C: 1.5555 1.2199 2.8863
S: 0.1006 2.1766 2.5554
H: 3.6308 -1.3927 2.5298
H: 4.6859 -0.3813 4.5322
H: 3.7399 1.7426 5.4480
H: 1.8132 2.7762 4.3393
S: -3.1476 2.9455 -1.7748
P: -3.4462 1.5137 -0.4749
S: -2.2527 -0.1376 -0.4960
C: -5.1498 0.8431 -0.6026
C: -6.1762 1.7269 -0.9270
C: -7.4895 1.2870 -0.9827
C: -7.7900 -0.0438 -0.7236
C: -6.7711 -0.9304 -0.4103
C: -5.4554 -0.4897 -0.3477
C: -3.4559 2.1537 1.2441
C: -3.7642 1.3013 2.3011
C: -3.7751 1.7773 3.6022
C: -3.4723 3.1091 3.8571
C: -3.1593 3.9591 2.8070
C: -3.1531 3.4834 1.5020
H: -5.9272 2.7568 -1.1516
H: -8.2799 1.9826 -1.2369
H: -8.8154 -0.3897 -0.7728
H: -6.9967 -1.9720 -0.2164
H: -4.6584 -1.1823 -0.1111
H: -3.9776 0.2576 2.1036
H: -4.0093 1.1065 4.4196
H: -3.4730 3.4798 4.8750
H: -2.9105 4.9950 3.0028
H: -2.9035 4.1300 0.6699
O: -0.4410 2.0278 0.9889
O: 0.5053 1.8887 -0.1280

Here are the Mulliken charges for atoms 1 to 8, given in e: Be -0.288; O -0.670; C 0.778; O -0.176; C 0.237; C -0.554; C -0.552; C -0.537

---

Look up the charge of the fourth one. 0

---

The highest charge belongs to which entry? C19H14BrNO2Ru